Entry 1:
Density functional theory data (the ωB97M-V functional and the def2-TZVPD basis) for a 2-piece molecular cluster, C30H43N4O2 overall.

The geometry in XYZ format:
```
79
Properties=species:S:1:pos:R:3:forces:R:3:mulliken_charge:R:1
C 7.037 3.839 2.100 0.16 0.25 -0.29 -0.65
C 5.908 2.813 2.171 0.51 -0.25 0.35 -0.35
N 5.406 2.446 0.850 -0.93 -0.42 -0.24 0.18
C 4.224 1.713 0.790 0.32 0.48 -0.09 0.82
C 4.112 0.537 0.008 -0.19 -0.15 -0.17 -0.60
C 2.899 -0.123 -0.106 -0.06 0.07 0.31 -0.44
C 1.714 0.404 0.487 0.29 0.10 -0.54 0.13
C 0.448 -0.262 0.340 0.25 0.43 2.04 -0.43
C -0.800 0.431 0.444 -0.25 0.23 -0.37 1.08
C -0.950 1.791 0.030 -0.09 -0.23 0.04 -0.95
C -2.180 2.430 0.103 0.09 -0.11 0.02 -0.63
C -3.296 1.767 0.653 -0.17 0.07 0.19 0.15
N -4.561 2.390 0.761 0.51 -0.66 -0.33 0.23
C -4.924 2.853 2.102 0.07 0.43 0.07 -0.41
C -6.384 3.298 2.151 -0.25 0.03 -0.17 -0.60
O -6.736 4.144 1.054 0.35 -0.63 -0.10 -0.35
C -6.442 3.554 -0.215 -0.06 0.28 0.19 -0.78
C -4.953 3.264 -0.344 0.17 0.31 0.31 -0.41
C -3.152 0.434 1.106 0.10 0.04 0.05 -0.54
C -1.956 -0.238 0.943 0.14 0.17 0.07 -0.51
C 1.852 1.585 1.280 0.07 0.10 -0.22 -0.90
C 3.079 2.188 1.473 -0.28 -0.30 0.00 -0.84
C 6.363 2.282 -0.238 0.44 -0.30 0.22 -0.59
C 7.349 3.445 -0.222 0.21 -0.02 0.31 -0.76
O 7.974 3.563 1.058 -0.71 -0.02 -0.16 -0.35
H 6.598 4.848 1.977 0.32 -0.24 -0.05 0.34
H 7.640 3.794 3.019 -0.42 0.18 -0.21 0.33
H 6.301 1.923 2.705 -0.27 0.14 -0.30 0.26
H 5.085 3.226 2.763 0.27 -0.09 -0.03 0.23
H 5.002 0.128 -0.477 -0.41 0.17 0.15 0.41
H 2.836 -1.050 -0.681 0.02 0.30 0.18 0.49
H 0.454 -1.346 0.442 -0.10 0.51 -0.15 0.35
H -0.089 2.338 -0.360 -0.28 -0.25 0.04 0.59
H -2.280 3.472 -0.214 0.08 -0.44 0.03 0.34
H -4.759 2.030 2.807 -0.04 0.23 -0.04 0.40
H -4.292 3.713 2.405 -0.04 -0.30 -0.14 0.24
H -7.029 2.399 2.184 0.06 0.39 -0.10 0.34
H -6.557 3.927 3.038 0.05 -0.46 -0.18 0.32
H -7.002 2.610 -0.368 0.06 0.41 0.14 0.36
H -6.750 4.313 -0.950 0.07 -0.43 0.13 0.36
H -4.383 4.212 -0.328 -0.24 -0.14 -0.09 0.30
H -4.759 2.735 -1.285 0.00 0.17 0.16 0.40
H -4.021 -0.058 1.548 0.28 0.09 -0.22 0.48
H -1.864 -1.284 1.240 -0.08 0.22 -0.10 0.47
H 0.971 2.007 1.761 0.26 -0.17 -0.03 0.53
H 3.165 3.071 2.108 -0.15 -0.29 -0.25 0.35
H 6.916 1.328 -0.147 -0.07 0.27 -0.06 0.34
H 5.817 2.290 -1.189 0.10 -0.07 0.20 0.46
H 8.178 3.251 -0.919 -0.43 0.17 0.09 0.35
H 6.807 4.371 -0.502 0.35 -0.22 0.19 0.36
C -3.502 -5.620 -0.843 0.14 0.14 -0.11 -0.63
C -3.241 -5.413 0.666 0.06 0.24 -0.02 -0.50
C -1.807 -4.861 0.779 0.04 -0.49 0.40 -0.74
N -1.460 -4.421 -0.552 -0.48 0.62 0.10 0.45
C -0.079 -4.232 -0.858 0.50 -0.01 -0.52 -1.29
C 0.086 -3.215 -1.982 0.07 -0.44 -0.27 0.12
C 1.500 -3.164 -2.567 -0.21 0.05 0.30 -0.80
C 1.578 -1.763 -3.198 0.19 -0.02 -0.19 -0.79
C 0.374 -0.984 -2.638 -0.48 -0.10 -0.44 -0.55
N -0.155 -1.838 -1.565 -0.09 0.16 -0.41 -0.04
C -2.242 -5.107 -1.562 -0.06 -0.33 -0.30 -0.59
H -3.667 -6.674 -1.083 -0.10 0.24 0.02 0.32
H -4.368 -5.040 -1.173 0.02 -0.24 0.10 0.27
H -3.943 -4.677 1.067 0.01 -0.22 0.03 0.24
H -3.349 -6.345 1.226 -0.05 0.21 -0.01 0.32
H -1.746 -4.018 1.485 0.00 -0.20 -0.10 0.25
H -1.120 -5.641 1.164 -0.11 0.11 -0.18 0.32
H 0.482 -3.902 0.032 -0.19 -0.08 -0.23 0.40
H 0.388 -5.170 -1.237 -0.05 0.10 0.33 0.26
H -0.621 -3.498 -2.790 0.28 0.11 0.16 0.24
H 2.223 -3.259 -1.746 -0.08 -0.05 -0.15 0.30
H 1.674 -3.985 -3.271 0.02 0.24 0.13 0.44
H 2.519 -1.272 -2.939 -0.08 -0.03 -0.21 0.29
H 1.502 -1.823 -4.288 0.16 0.09 0.19 0.33
H 0.647 0.003 -2.259 -0.01 -0.01 -0.03 0.22
H -0.372 -0.838 -3.441 0.20 0.01 0.24 0.45
H -1.141 -1.665 -1.371 0.23 -0.10 -0.12 0.25
H -1.691 -5.956 -2.021 0.02 0.22 0.22 0.30
H -2.482 -4.418 -2.387 -0.05 -0.25 0.20 0.28
```
Forces are in eV/Å.

Computed properties:
**Energy**: -1538.14284 Eh
**Net charge**: +1
**HOMO level**: -10.43 eV
**Lowest unoccupied orbital energy**: -0.1716 Eh

=====

Entry 2:
Density functional theory data (the ωB97M-V functional and the def2-TZVPD basis) for a 3-piece molecular cluster, C4H14NO2 overall.

The geometry in XYZ format:
```
21
Properties=species:S:1:pos:R:3:forces:R:3:nbo_charge:R:1
C 0.550 3.253 2.210 0.31 -0.14 -0.34 -0.61
C -0.717 2.874 1.459 -0.16 0.75 0.01 -0.46
C -0.836 1.448 1.015 0.17 0.94 0.29 -0.11
C 0.248 0.761 0.722 -0.16 -0.54 -0.38 -0.11
N 0.142 -0.669 0.315 -0.87 0.80 -0.19 -0.69
H 0.406 4.201 2.724 0.11 0.05 -0.12 0.24
H 0.814 2.508 2.951 -0.03 -0.16 0.23 0.21
H 1.394 3.336 1.524 0.07 0.17 0.12 0.20
H -1.555 3.179 2.071 -0.45 -0.48 0.26 0.24
H -0.835 3.546 0.608 0.08 -0.09 -0.34 0.24
H -1.848 1.080 0.928 -0.03 -0.53 0.21 0.23
H 1.198 1.208 0.490 0.34 -0.14 0.57 0.24
H -0.420 -0.650 -0.534 0.27 -0.50 -0.40 0.45
H -0.396 -1.239 0.968 0.26 0.06 0.30 0.44
H 1.023 -1.134 0.092 -0.02 -0.15 -0.24 0.48
H 0.579 -2.853 -1.986 -0.14 0.49 0.01 0.51
H 2.075 -2.698 -1.775 0.07 0.23 0.09 0.49
O 1.238 -2.273 -1.551 0.11 -0.56 -0.12 -1.01
H -0.269 -4.437 -3.069 -0.14 -0.16 0.26 0.48
H -1.216 -3.581 -3.822 -0.15 0.38 0.21 0.50
O -0.841 -3.668 -2.934 0.36 -0.41 -0.42 -0.96
```
Forces are in eV/Å.

Computed properties:
**Energy**: -365.77822 Eh
**Net charge**: +1
**HOMO level**: -14.16 eV
**Lowest unoccupied orbital energy**: -0.1108 Eh

=====

Entry 3:
Density functional theory data (the ωB97M-V functional and the def2-TZVPD basis) for the molecule C5H8OS.

The geometry in XYZ format:
```
15
Properties=species:S:1:pos:R:3:forces:R:3:nbo_charge:R:1
C 1.127 -0.744 -0.396 -3.03 -0.57 0.77 -0.14
C 2.456 -0.910 -0.357 0.78 -1.24 -0.90 -0.44
C 0.425 0.551 0.040 0.18 0.00 -0.33 0.22
C -0.216 0.264 1.527 0.17 -1.32 -4.06 -0.62
C -0.719 0.874 -1.089 0.92 0.02 1.83 -0.56
O 1.269 1.577 -0.099 0.73 -0.46 0.56 -0.52
S 3.679 0.251 -0.582 -1.79 -0.14 0.84 0.27
H 0.387 -1.626 -0.542 1.56 1.32 0.30 0.21
H 2.670 -2.016 -0.272 0.54 1.26 -0.17 0.26
H -0.867 1.098 1.687 -0.73 0.08 0.43 0.22
H 0.682 0.362 2.078 0.48 -0.58 1.32 0.23
H -0.698 -0.799 1.347 0.81 2.30 1.30 0.21
H -1.672 0.492 -0.795 -0.70 -0.17 0.46 0.21
H -0.357 0.269 -1.856 0.15 -0.16 -2.07 0.21
H -0.715 1.953 -1.229 -0.06 -0.34 -0.28 0.24
```
Forces are in eV/Å.

Computed properties:
**Energy**: -668.54311 Eh
**HOMO level (spin up / spin down)**: -8.54 / -8.68 eV
**Lowest unoccupied orbital energy (spin up / spin down)**: -0.1010 / -0.0909 Eh

=====

Entry 4:
Density functional theory data (the ωB97M-V functional and the def2-TZVPD basis) for a 4-piece molecular cluster, C4H12NO5S overall.

The geometry in XYZ format:
```
23
Properties=species:S:1:pos:R:3:forces:R:3:nbo_charge:R:1
O 0.051 -1.914 1.343 0.28 0.63 0.13 -0.72
C 1.077 -1.347 0.957 -0.39 -0.78 -0.05 0.56
N 1.242 -0.056 0.667 -1.58 -0.33 1.17 -0.60
C 0.192 0.946 0.652 0.43 -0.37 0.74 -0.19
C 0.185 1.888 -0.576 1.11 -0.79 0.02 -0.51
S 1.272 1.379 -1.989 -0.68 0.02 0.24 -0.67
C 0.259 1.699 1.983 -1.04 0.35 -0.55 0.45
O -0.204 2.805 2.101 0.31 0.07 0.31 -0.54
H 1.972 -1.954 0.812 0.30 0.17 -0.14 0.13
H 2.010 0.167 0.121 1.81 0.49 -1.39 0.43
H -0.754 0.420 0.739 -0.28 -0.20 -0.09 0.23
H -0.850 2.002 -0.857 -0.18 0.37 -0.24 0.20
H 0.617 2.805 -0.214 -0.34 0.63 -0.06 0.21
H 0.622 1.148 2.873 0.26 -0.12 -0.14 0.10
H -2.244 -0.896 -1.887 -0.18 -0.06 -0.32 0.46
H -1.307 -0.111 -2.732 0.27 0.22 -0.32 0.49
O -2.132 -0.612 -2.806 0.13 -0.07 0.63 -0.95
H -2.305 -1.288 0.928 0.10 -0.27 -0.77 0.46
H -1.595 -1.230 2.217 -0.20 -0.12 -0.23 0.49
O -2.480 -1.095 1.838 -0.22 0.34 1.03 -0.96
H 1.132 -2.296 -2.243 0.47 0.44 0.28 0.46
H 1.456 -0.771 -2.087 0.33 -0.42 0.39 0.49
O 1.783 -1.690 -1.841 -0.73 -0.19 -0.65 -1.02
```
Forces are in eV/Å.

Computed properties:
**Energy**: -988.82594 Eh
**Net charge**: -1
**HOMO level**: -4.04 eV
**Lowest unoccupied orbital energy**: 0.1188 Eh

=====

The following largest force on an atom values (in eV/Å) correspond, in order, to the records above: 2.1; 1.2; 4.3; 2.3.